1.
Below is a molecular structure, C24H28F3I2N7OSTb, with properties calculated with ωB97M-V/def2-TZVPD.

```
! wB97M-V def2-TZVPD RIJCOSX def2/J DEFGRID3
* xyz 1 7
Tb 0.65452 0.29645 -0.49825
I 1.34229 -4.91029 -0.55522
I 7.12566 -3.63678 0.47933
S 0.43101 1.12418 2.28306
F 1.34516 3.95194 -1.02497
F -0.11983 2.36106 -1.37889
F 2.03457 1.93342 -1.46513
O 1.19455 -1.77142 -0.21114
N -1.79927 1.21648 0.35133
N -1.04125 3.07127 3.24602
N 3.03875 0.08238 0.36456
N 1.07858 -0.26375 -5.13784
N -1.56457 -0.93014 -1.08490
N -1.81002 2.17838 1.28918
N 0.54278 0.01711 -2.88116
C 1.13017 2.71109 -0.62213
C 1.34686 -0.38108 -3.82465
C -1.47813 -2.10298 -1.70094
C 2.62920 -1.04738 -3.40922
C 5.13042 -2.96914 0.31955
C -0.17506 0.34142 -5.57909
C 2.07491 -0.59235 -6.15874
C -3.53375 -0.44318 -2.34364
C -0.86679 2.16929 2.27514
C 3.45141 -1.21436 0.27496
C 4.80688 -1.59953 0.44086
C 3.01840 0.56672 -6.47975
C -3.93524 1.96350 -0.66003
C 2.82725 -3.49774 -0.09914
C 5.72507 -0.56733 0.72828
C 5.28673 0.72260 0.84601
C 4.15623 -3.89756 0.06574
C 3.92922 1.00646 0.65306
C 2.42228 -2.17201 -0.01830
C -2.60242 -0.12201 -1.36511
C -2.40249 -2.52633 -2.64764
C -3.42642 -1.66515 -2.99647
C -0.19694 1.86913 -5.48716
C -2.73691 1.07867 -0.50195
H 2.49234 1.37335 -6.98776
H 2.64496 -1.46062 -5.83410
H -0.27940 0.47854 -3.25854
H -1.80408 3.72710 3.25558
H 0.08486 2.21636 -4.49252
H 6.77274 -0.80323 0.85729
H -3.86657 2.49493 -1.61114
H 3.82294 0.22896 -7.13242
H 1.53938 -0.88434 -7.06105
H -4.02176 2.70633 0.12854
H -2.30562 -3.50067 -3.10440
H -0.33593 3.13281 3.95916
H 4.40586 -4.94663 -0.00917
H -4.33473 0.23807 -2.59246
H 3.56523 2.02386 0.73265
H 3.45954 0.97515 -5.57051
H -0.99515 -0.08769 -4.99486
H -4.84853 1.37035 -0.66293
H 2.74106 -0.95531 -2.33337
H 0.49637 2.30809 -6.20167
H -0.33883 0.03535 -6.61106
H -2.58919 2.81687 1.36569
H 3.49667 -0.59575 -3.88667
H -0.62750 -2.71693 -1.43045
H -1.19617 2.24055 -5.71491
H -4.14747 -1.94024 -3.75461
H 2.60832 -2.10777 -3.66466
H 5.97110 1.52608 1.07603
*
```

Results
energy	-95442.7629	eV
E_HOMO (spin up / spin down)	-0.364 / -0.364	Ha
relative energy (zero: lowest compared OMol25 entry of this formula, charge and spin)	0.471	eV
Kohn-Sham gap (spin up / spin down)	6.7699 / 6.7889	eV



2.
Below is 2 unconnected molecules or ions with the total composition C6H12N2O, with properties calculated with ωB97M-V/def2-TZVPD.

```
! wB97M-V def2-TZVPD RIJCOSX def2/J DEFGRID3
* xyz 0 1
O -0.67861 1.04817 1.95069
N -0.17236 -1.21897 -0.65831
N -2.27147 0.08610 -1.45757
C 1.59029 -0.52480 0.97900
C -0.59732 1.28116 0.56655
C -1.23536 -1.45158 0.31710
C 0.75399 -0.27789 -0.24284
C -1.41126 -0.32254 -0.62091
C 1.42686 0.42688 -1.38585
H 1.04355 -1.01746 1.77914
H 2.06169 1.24085 -1.03211
H -1.59483 0.84348 2.16987
H -1.04722 -1.28766 1.37318
H -1.97746 -0.03470 -2.42384
H 2.43820 -1.16090 0.69606
H 0.68061 0.81731 -2.08272
H -1.84365 -2.31712 0.08060
H 1.98811 0.41147 1.37316
H 2.05875 -0.27749 -1.93691
H 0.25565 1.93016 0.37753
H -1.46816 1.80552 0.17818
*
```

Results
energy	-11439.0036	eV
E_HOMO	-0.289	Ha
relative energy (zero: lowest compared OMol25 entry of this formula, charge and spin)	5.667	eV
Kohn-Sham gap	8.5595	eV



3.
Below is a molecular structure, C3H8INOYb, with properties calculated with ωB97M-V/def2-TZVPD.

```
! wB97M-V def2-TZVPD RIJCOSX def2/J DEFGRID3
* xyz 2 1
Yb 1.53454 1.48690 1.65243
I -2.10579 2.11460 0.64505
O -0.80826 0.08115 -0.67488
N 1.74207 0.52323 -0.43771
C 0.98856 -0.44145 0.41246
C -2.14172 0.21750 -0.27985
C -0.04943 -1.10810 -0.51630
H -2.83994 0.18442 -1.11097
H 1.67986 -1.08792 0.96686
H -2.40447 -0.49222 0.50662
H -0.55576 -1.93859 -0.01881
H 1.54293 1.50345 -0.30952
H 0.37699 -1.46270 -1.45287
H 0.29743 0.06641 1.07781
H 2.74299 0.35332 -0.46033
*
```

Results
energy	-46388.2328	eV
E_HOMO	-0.620	Ha
relative energy (zero: lowest compared OMol25 entry of this formula, charge and spin)	0.000	eV
Kohn-Sham gap	7.1793	eV



4.
Below is a molecular structure, C14H20F18InN3O18S7, with properties calculated with ωB97M-V/def2-TZVPD.

```
! wB97M-V def2-TZVPD RIJCOSX def2/J DEFGRID3
* xyz -1 2
In -0.20280 -0.46635 -0.52836
S -1.34592 3.39304 0.94569
S 1.35090 -2.92750 -3.16115
S -1.88073 -1.06817 2.94656
S 2.56839 1.41914 1.15398
S 3.40321 1.98826 -1.22467
S -1.66919 -3.44863 2.35726
S 2.56522 -3.75814 -1.09597
F -0.35724 -4.32621 0.12300
F -0.26267 -5.11639 -2.53160
F 3.47288 -0.73756 2.20305
F 4.79202 1.21250 -3.33137
F 0.52867 -1.71673 4.21803
F -0.35978 -4.28298 -4.64447
F 4.43605 -0.28672 -2.01124
F 2.09753 -2.97319 1.52520
F -1.30899 -3.16532 -3.00653
F 0.10664 0.51618 4.26996
F 4.13478 -2.81083 0.88210
F 0.36911 -5.14425 2.05696
F -0.91204 -0.98466 5.53580
F -1.51446 -5.76509 1.05671
F 4.57562 1.13746 2.71721
F 3.08348 -4.72037 1.39805
F 2.77195 0.43037 -3.43078
F 4.97651 0.25388 0.73771
O 1.49203 0.89949 1.97751
O -2.56810 3.57104 0.17142
O 4.58459 2.50152 -0.58122
O 2.58558 2.91799 -1.98878
O 2.17504 -5.17750 -1.31958
O -0.48205 2.25673 0.69576
O -1.41179 -3.79458 3.78039
O -2.81509 0.78626 -0.57050
O -1.15566 0.10105 -3.30236
O 3.88112 -3.48833 -1.73277
O 2.68801 2.85766 1.39298
O 0.13079 2.32854 -2.17568
O 2.36170 -3.65368 -3.86749
O -3.18015 -1.44749 3.64408
O 1.07580 -1.57186 -3.67923
O -1.87825 0.18147 2.21967
O -2.99740 -3.48890 1.88101
O -2.66863 -2.00855 -0.82437
N 2.35078 0.91671 -0.24240
N -1.04745 -2.09138 1.81995
N 1.43810 -2.75524 -1.37661
C -3.80998 -1.23270 -0.63741
C -0.65469 -4.71873 1.31633
C 3.01906 -3.52570 0.82462
C -0.26122 -3.96778 -3.33902
C 3.84309 0.71862 -2.60465
C -0.60447 1.14826 -4.10330
C -0.72241 2.43716 -3.32928
C -3.96956 0.20983 -1.05087
C -0.36770 -0.82900 4.39436
C -1.87075 3.30657 2.71414
C 4.04592 0.43855 1.75917
C -1.28940 4.60418 3.29122
C -0.37635 4.88040 1.00795
C -0.99635 5.60232 2.22113
H -1.97534 5.95949 1.90160
H -2.01171 5.19317 3.85644
H 0.92800 2.76671 -2.48238
H -4.77750 -1.69243 -0.83901
H -1.30635 -0.65526 -3.87410
H -2.94363 3.11729 2.67961
H -0.52437 4.23333 3.97334
H -0.49765 6.45733 2.67761
H -1.74701 2.53570 -2.97066
H -0.52040 3.22291 -4.05721
H -1.31029 1.31150 -4.91771
H 0.40310 1.11168 -4.51751
H -0.28548 5.18382 -0.03501
H -4.77872 0.65824 -0.47443
H -1.39129 2.36248 2.97279
H 0.64043 4.72186 1.36730
H -4.08996 0.41291 -2.11499
H -3.82711 -1.27870 0.45149
H -2.91952 -2.90848 -0.60351
H -3.02852 1.72176 -0.54094
*
```

Results
energy	-186093.0181	eV
E_HOMO (spin up / spin down)	-0.268 / -0.267	Ha
Kohn-Sham gap (spin up / spin down)	9.1436 / 5.0015	eV



5.
Below is 3 unconnected molecules or ions with the total composition C4H15NO3, with properties calculated with ωB97M-V/def2-TZVPD.

```
! wB97M-V def2-TZVPD RIJCOSX def2/J DEFGRID3
* xyz -1 2
O -0.21880 2.98775 -3.42877
O -0.20751 -2.93094 3.43296
O 0.50971 1.04548 -1.34374
N 0.32034 -2.49298 0.59384
C -0.58266 -0.21933 0.34152
C -0.26550 -1.53931 -0.39878
C 0.18509 2.21560 0.76339
C 0.41306 0.86075 0.05004
H -0.65758 -0.34146 1.42714
H -0.09806 -2.40589 2.60598
H -1.16693 -1.92012 -0.88532
H -1.08917 -3.28111 3.49587
H 0.14128 -3.48637 0.47501
H 1.37928 0.49850 0.45858
H -0.28900 2.09044 1.74131
H 1.31531 -2.32145 0.50862
H 1.14722 2.63684 1.06859
H 0.40136 -1.41672 -1.24972
H -1.11392 3.34636 -3.51872
H -0.24288 2.27911 -2.73970
H -0.35816 2.89759 0.12007
H 1.22351 1.66853 -1.56979
H -1.63504 0.04871 0.15350
*
```

Results
energy	-12022.4101	eV
E_HOMO (spin up / spin down)	0.040 / -0.234	Ha
relative energy (zero: lowest compared OMol25 entry of this formula, charge and spin)	0.880	eV
Kohn-Sham gap (spin up / spin down)	2.5265 / 9.9021	eV



6.
Below is 9 unconnected molecules or ions with the total composition C42H39F6N3, with properties calculated with ωB97M-V/def2-TZVPD.

```
! wB97M-V def2-TZVPD RIJCOSX def2/J DEFGRID3
* xyz 0 1
F -4.92143 2.59640 0.80357
F 5.15341 -5.22276 4.32385
F -4.03029 -4.22496 -6.44460
F 0.92672 3.27326 8.06639
F 1.40032 -0.71734 -0.15297
F 1.76651 4.62872 -1.89352
N 0.03046 2.64426 -5.43494
N 1.14793 -2.75965 -3.26394
N 1.42416 -7.02176 2.44815
C 0.46215 -4.13339 -5.33580
C 1.47779 6.06368 1.94759
C 0.24821 3.42079 5.75038
C -3.25629 -4.77817 -5.45577
C 1.02935 6.85119 0.92814
C -2.84824 -4.09164 -4.30586
C -1.63141 1.23314 -0.16721
C 0.12557 -0.39684 -0.28765
C -2.09567 -6.73721 -4.81612
C -3.48907 6.25911 -0.38554
C 0.51938 0.58207 -3.89653
C 0.87817 -3.34670 -4.20066
C -4.59496 3.87258 0.45110
C -1.75780 -6.16057 -3.57413
C -3.44434 5.89835 0.92127
C 1.95109 4.74399 1.70847
C 1.07587 1.97078 4.06698
C 4.90116 -1.77133 3.36983
C 0.91715 -6.45305 1.55801
C -0.31832 0.88433 0.00274
C 1.78714 1.73475 6.43579
C 0.24937 1.73231 -4.74326
C -4.14660 5.50208 -1.30832
C -0.72531 -1.41642 -0.57893
C -4.74608 4.31149 -0.88903
C -2.07966 -1.05609 -0.74698
C -2.83939 -5.99854 -5.69904
C 5.34619 -2.93533 4.01146
C -2.49663 0.23698 -0.56955
C 0.34259 3.07954 4.40812
C 4.79027 -4.11381 3.58274
C 0.23518 -5.77966 0.50099
C 1.12473 6.38329 -0.37333
C 1.71208 5.14829 -0.61269
C -4.04403 4.70458 1.36362
C 3.34387 -3.02029 1.96210
C 1.82782 1.32157 5.06726
C 0.94117 2.81257 6.78415
C 1.94392 4.22068 0.40746
C 3.89952 -1.82123 2.41364
C 3.82296 -4.20995 2.60592
C -2.21410 -4.89573 -3.27672
H -2.80894 7.00342 -0.77258
H -0.60606 -4.01046 -5.51448
H -0.18875 3.61855 3.63770
H -1.08307 -6.60854 -2.85966
H 0.50326 -5.17769 -5.02621
H 1.60849 0.61853 -3.87180
H 1.21080 1.58712 3.06649
H 0.65177 7.83613 1.15994
H 1.45611 6.23933 3.01299
H -3.17676 -3.07281 -4.16286
H 0.21038 -0.30718 -4.44593
H -0.04027 0.57382 -2.96121
H 0.91956 -5.65386 -0.33799
H -0.29378 -2.35548 -0.89257
H -2.89511 -6.53430 -6.63513
H -5.33620 3.75866 -1.60494
H -0.56763 -6.40186 0.10547
H -3.86735 4.53141 2.41491
H 3.59092 -0.87664 1.99065
H -2.87493 6.65222 1.44458
H 2.66858 -3.06007 1.12019
H -2.01413 -4.38009 -2.34907
H -3.52607 0.55604 -0.63915
H -4.12971 5.72039 -2.36590
H 0.41957 1.63794 0.23511
H 0.84570 6.99192 -1.22074
H 2.48818 1.24940 7.09864
H 6.02119 -2.96072 4.85415
H -1.63757 -7.70314 -4.96947
H -0.31795 4.28089 6.07608
H 1.13404 -3.98977 -6.18199
H 2.07483 3.96125 2.44224
H -2.75880 -1.85802 -0.99614
H -0.12308 -4.77668 0.73297
H 5.35295 -0.89466 3.80999
H 2.02322 3.16602 0.18879
H 3.47043 -5.15544 2.22100
H 2.42438 0.49720 4.70542
H -1.95078 2.24882 0.01388
*
```

Results
structure (SMILES)	Fc1ccccc1.Fc1ccccc1.Fc1ccccc1.Fc1ccccc1.Fc1ccccc1.Fc1ccccc1.CC#N.CC#N.CC#N
energy	-64957.7644	eV
E_HOMO	-0.342	Ha
relative energy (zero: lowest compared OMol25 entry of this formula, charge and spin)	0.568	eV
Kohn-Sham gap	9.4338	eV



7.
Below is 3 unconnected molecules or ions with the total composition C29H53N2O6, with properties calculated with ωB97M-V/def2-TZVPD.

```
! wB97M-V def2-TZVPD RIJCOSX def2/J DEFGRID3
* xyz 1 1
O 0.16201 -5.31493 -1.52006
O -2.52364 1.63923 -4.40788
O -3.03030 -0.16760 -3.15133
O 2.27018 -4.85903 -2.19536
O -1.07117 -0.08314 -4.23868
O 1.66350 -6.97342 -1.70671
N -1.35793 -3.43418 0.33763
N -2.83589 -2.02508 1.04305
C -4.75911 2.74932 2.03494
C -4.11360 4.09927 2.43027
C 5.97725 2.22988 0.02156
C -4.77860 2.47085 0.50448
C 6.82384 -0.46783 2.68461
C -3.17239 0.43423 0.79346
C -2.23425 0.57516 -3.97996
C -4.42323 1.02517 0.09624
C 2.87546 4.62711 -0.08106
C 6.77028 0.93515 2.05711
C 0.29003 -8.95412 -1.36729
C 1.46026 -5.64662 -1.84333
C 6.18180 0.80346 0.62149
C -0.94963 4.79233 0.84433
C 1.63490 4.68562 0.83946
C -1.70638 3.62793 1.52444
C 0.32386 4.25096 0.12238
C -0.98349 -1.17173 -3.31037
C -0.55525 -6.56019 -1.39511
C -2.60424 4.04214 2.72196
C 4.49139 2.62077 -0.20606
C 0.54086 -7.51544 -0.99157
C -3.52226 -3.04842 0.40419
C -2.59903 -3.89774 -0.04433
C 4.10096 3.91401 0.56870
C -0.19427 -2.32412 -3.88198
C -1.56014 -2.29770 0.99788
C -3.47367 -0.83942 1.64657
C -2.44334 -1.46726 -3.06499
H 4.28168 2.75807 -1.27179
H -0.68453 -2.73136 -4.76789
H 6.42491 2.97546 0.68610
H 0.03652 -9.04440 -2.42463
H 6.11188 1.62574 2.59447
H 7.77813 1.34067 1.92921
H 0.79595 -1.99191 -4.19174
H -2.62881 -1.90798 -2.08540
H -5.81196 2.82614 2.33621
H -4.53992 -0.99738 1.80244
H -2.29418 5.05401 3.00786
H -2.78382 -4.79086 -0.61840
H 4.95110 4.59269 0.67862
H -1.34129 -6.48362 -0.64599
H 5.22407 0.27490 0.66215
H -4.59298 -3.09342 0.28919
H -4.59617 4.39415 3.37327
H 6.49346 2.26127 -0.94377
H 5.81833 -0.89954 2.72959
H 1.78802 3.94939 1.63995
H -0.49453 -0.79706 -2.40346
H -0.46708 -3.87393 0.13255
H -0.63517 5.56223 1.55209
H 0.76088 -7.44006 0.07782
H 0.33944 3.15126 0.14995
H 7.47868 -1.08778 2.06418
H -5.79544 2.65866 0.14087
H -2.72910 1.14522 1.49366
H -2.89046 -2.10091 -3.83512
H 1.18651 -9.55088 -1.20362
H -4.15940 3.21157 -0.01086
H 3.83195 3.57965 1.57975
H 7.22042 -0.45682 3.70591
H -0.73116 -1.71947 1.38378
H 3.20745 5.65467 -0.27336
H -2.39295 0.20182 0.05893
H -0.08044 -3.12119 -3.14556
H -2.41218 3.35784 3.55528
H 6.92371 0.28100 0.00980
H 2.64664 4.17217 -1.04966
H -1.59294 5.18553 0.04927
H 1.47574 5.66604 1.29713
H -0.52327 -9.37266 -0.77438
H -1.00116 -6.79737 -2.36332
H -2.22461 3.07203 0.73999
H -0.93188 2.94789 1.91579
H -3.01706 -0.71246 2.63313
H -4.39234 4.87909 1.71171
H -5.29397 0.37319 0.23788
H -4.21714 1.04102 -0.98090
H -4.33920 1.92826 2.62991
H 3.81440 1.84080 0.16804
H 0.33047 4.53404 -0.93534
*
```

Results
energy	-46191.8561	eV
E_HOMO	-0.435	Ha
Kohn-Sham gap	8.8644	eV



8.
Below is 2 unconnected molecules or ions with the total composition C3H7NS, with properties calculated with ωB97M-V/def2-TZVPD.

```
! wB97M-V def2-TZVPD RIJCOSX def2/J DEFGRID3
* xyz 0 1
S 0.99054 -0.73605 0.95750
N -0.58260 1.17072 -1.54124
C -0.26263 -0.96626 -0.53001
C -0.14285 0.76238 0.74906
C -0.86227 0.21864 -0.44936
H -1.35261 1.16450 -2.22661
H -1.86291 0.46657 -0.19950
H -0.81275 0.81271 1.58737
H -0.76844 -2.05178 -0.68561
H 0.30256 -0.90723 -1.32899
H 0.58012 1.59535 0.72150
H -0.24992 2.41309 -1.01756
*
```

Results
energy	-15545.2212	eV
E_HOMO	-0.312	Ha
relative energy (zero: lowest compared OMol25 entry of this formula, charge and spin)	4.424	eV
Kohn-Sham gap	9.1098	eV